Entry 1:
Entry from the OMol25 dataset: a cluster of 3 separate species, C11H22N6O4 in total (ωB97M-V with the def2-TZVPD basis set).

The geometry in ORCA input format:
```
! wB97M-V def2-TZVPD RIJCOSX def2/J DEFGRID3
* xyz 0 1
C -0.56 0.35 -0.67
C 0.27 -0.60 -1.55
C 0.07 1.76 -0.81
C -0.71 3.09 -0.33
C -0.89 3.50 1.26
C -0.81 6.02 1.15
C 1.42 -2.66 -1.48
C 1.09 -3.64 -2.71
C 1.93 -3.74 -0.33
C 0.71 -4.43 0.01
C 0.86 -5.09 1.50
H -2.06 -0.85 0.67
H -0.41 1.19 1.48
H -1.59 0.58 -1.16
H 0.28 1.78 -1.98
H 1.07 1.69 -0.23
H -0.10 3.86 -0.70
H -1.79 3.13 -0.65
H 0.20 3.45 1.72
H -1.50 2.79 1.98
H -2.43 5.00 1.67
H 1.01 5.34 1.10
H -1.46 7.88 1.81
H -2.43 7.30 0.71
H -0.06 -1.80 -0.02
H 2.35 -1.95 -1.60
H 2.24 -3.18 0.75
H 2.80 -4.38 -0.50
H 0.20 -5.20 -0.63
H -0.17 -3.70 0.04
H -0.55 -6.64 1.36
H -0.61 -6.38 3.22
H 0.89 -2.08 -3.85
N -0.58 -0.03 0.77
N -1.47 4.84 1.24
N 0.49 6.28 0.91
N -1.90 6.97 1.49
N 0.18 -1.84 -1.01
N -0.37 -5.90 2.15
O 1.05 -0.23 -2.54
O 0.88 -4.90 -2.65
O 1.52 -4.48 2.28
O 0.96 -3.10 -3.88
*
```

Output
HOMO-LUMO gap = 7.8 eV

Mulliken population analysis, charges in e, atoms 1 to 5:
1. C 1.10
2. C -0.12
3. C -1.38
4. C -0.32
5. C -1.01

=====

Entry 2:
Entry from the OMol25 dataset: the ion C11H22NO with charge +1 (ωB97M-V with the def2-TZVPD basis set).

The geometry in ORCA input format:
```
! wB97M-V def2-TZVPD RIJCOSX def2/J DEFGRID3
* xyz 1 1
C -0.98 -0.23 2.05
C 1.12 -1.16 0.88
C 0.32 -1.11 2.14
C -1.61 -0.29 0.62
C 0.64 -0.37 -0.29
C -2.00 -1.73 0.30
C -2.90 0.50 0.60
C 1.64 -0.05 -1.34
C 3.27 1.92 -2.07
C -1.07 0.64 -1.62
C 2.47 1.23 -0.96
N -0.58 -0.01 -0.38
O -0.05 -2.45 2.51
H -1.74 -0.63 2.59
H -0.64 0.78 2.30
H 2.15 -1.02 1.06
H 1.08 -2.26 0.55
H 0.86 -0.63 3.00
H -1.25 -2.49 0.43
H -2.44 -1.64 -0.67
H -2.99 -1.99 0.99
H -3.47 0.19 1.58
H -3.62 0.19 -0.20
H -2.73 1.54 0.45
H 2.36 -0.95 -1.42
H 1.21 0.05 -2.35
H -0.53 -2.55 3.32
H 3.83 1.07 -2.72
H 4.15 2.54 -1.72
H 2.57 2.54 -2.56
H -2.10 0.23 -1.69
H -1.10 1.69 -1.43
H -0.46 0.43 -2.37
H 1.65 1.98 -0.71
H 3.12 0.98 -0.23
*
```

Output
HOMO-LUMO gap = 10.4 eV
Structure (SMILES) = CCCC1=[N+](C)C(C)(C)C[C@@H](O)C1

Mulliken population analysis, charges in e, atoms 1 to 5:
1. C -1.55
2. C -1.09
3. C -0.16
4. C 0.67
5. C 1.38

=====

Entry 3:
Entry from the OMol25 dataset: a cluster of 2 separate species, C11H22OS in total (ωB97M-V with the def2-TZVPD basis set).

The geometry in ORCA input format:
```
! wB97M-V def2-TZVPD RIJCOSX def2/J DEFGRID3
* xyz 0 1
C -0.04 1.12 -1.10
C -1.55 0.90 -2.90
C 0.41 -0.46 -3.02
C 2.50 -0.20 0.56
C 2.10 -0.60 2.90
C -2.36 0.39 1.53
C -1.33 -1.27 0.27
C -0.05 0.98 -2.60
C 1.42 -0.72 1.49
C -1.17 -0.57 1.67
C 0.17 0.07 1.69
O 0.33 2.31 -0.87
S 0.21 1.72 2.04
H -2.12 0.43 -2.04
H -1.90 0.23 -3.73
H -1.81 1.88 -3.04
H -0.19 -0.92 -3.88
H 1.43 -0.42 -3.28
H 0.47 -1.14 -2.27
H 1.96 0.20 -0.23
H 3.10 -1.02 0.39
H 2.96 0.62 1.03
H 1.57 -1.07 3.80
H 2.32 0.37 3.16
H 3.06 -1.21 2.98
H -2.53 1.10 2.40
H -2.46 0.92 0.69
H -3.21 -0.17 1.69
H -2.29 -1.59 0.25
H -1.16 -0.66 -0.62
H -0.76 -2.25 0.17
H 0.63 1.67 -3.23
H 1.18 -1.68 1.34
H -1.19 -1.45 2.49
H 0.33 2.50 0.23
*
```

Output
HOMO-LUMO gap = 7.9 eV

Mulliken population analysis, charges in e, atoms 1 to 5:
1. C -0.22
2. C -1.38
3. C -1.53
4. C -1.58
5. C -1.71

=====

Entry 4:
Entry from the OMol25 dataset: a structure of composition C11H23AlCl2FLiMgNa2O13PSi (ωB97M-V with the def2-TZVPD basis set).

The geometry in ORCA input format:
```
! wB97M-V def2-TZVPD RIJCOSX def2/J DEFGRID3
* xyz 1 1
C -3.76 0.62 -1.18
C -3.53 1.99 -0.53
Si -1.81 2.22 0.22
Cl -0.67 0.51 -0.04
C -1.04 3.75 -0.51
C 0.43 4.07 -0.13
C 1.47 3.68 -1.17
C 2.22 2.38 -0.84
O 3.58 2.42 -1.19
C 3.76 2.19 -2.51
H -3.97 -0.10 -0.42
H -4.65 0.65 -1.78
H -2.95 0.30 -1.80
H -3.64 2.74 -1.29
H -4.29 2.20 0.22
H -2.00 2.43 1.70
H -1.64 4.57 -0.16
H -1.16 3.71 -1.58
H 0.49 5.14 -0.08
H 0.72 3.72 0.84
H 1.03 3.66 -2.16
H 2.24 4.43 -1.19
H 2.20 2.24 0.22
H 1.71 1.57 -1.36
H 3.39 1.21 -2.80
H 4.79 2.30 -2.79
H 3.15 2.93 -3.08
C 4.53 4.60 1.10
O 3.55 5.41 1.05
O 5.60 4.74 0.35
O 4.57 3.59 1.88
Mg 4.28 4.40 -3.29
Li -3.67 3.72 2.02
C -0.52 -2.50 1.12
C -0.63 -3.78 1.94
O -1.03 -3.75 3.06
C -0.23 -5.06 1.24
H -0.84 -1.67 1.75
H 0.52 -2.35 0.82
H -1.16 -2.57 0.24
H 0.82 -5.00 0.94
H -0.85 -5.24 0.36
H -0.36 -5.86 1.98
O -0.23 -3.59 -1.80
P -1.48 -3.82 -2.65
O -2.24 -5.10 -2.22
O -1.02 -3.91 -4.10
O -2.48 -2.66 -2.47
Na 6.12 6.56 0.00
Al -4.06 -4.33 -2.39
O -1.18 -8.03 5.45
Cl -1.47 -6.69 5.03
O -0.90 -5.74 5.93
O -2.88 -6.49 4.88
O -0.85 -6.56 3.71
F 1.43 -6.67 1.90
Na 0.58 0.85 -2.43
*
```

Output
HOMO-LUMO gap = 1.3 eV

Mulliken population analysis, charges in e, atoms 1 to 5:
1. C -1.51
2. C -0.18
3. Si 0.13
4. Cl -0.09
5. C -0.59

=====

Entry 5:
Entry from the OMol25 dataset: a structure of composition C11H23AuP2 (ωB97M-V with the def2-TZVPD basis set).

The geometry in ORCA input format:
```
! wB97M-V def2-TZVPD RIJCOSX def2/J DEFGRID3
* xyz 0 3
C -0.38 0.46 -2.55
C -1.19 1.41 -1.87
C -0.32 2.37 -1.27
C 1.02 2.06 -1.64
C 0.99 0.86 -2.42
Au 0.68 -1.62 1.72
P 0.91 -3.41 0.31
H -0.73 -0.43 -3.06
H -2.27 1.44 -1.82
H -0.62 3.20 -0.62
H 1.85 0.36 -2.86
H 1.90 2.64 -1.36
H 2.16 -3.52 -0.35
H -0.02 -3.39 -0.77
H 0.67 -4.68 0.92
C 2.91 0.70 4.12
C 1.44 0.36 4.39
P 0.40 0.32 2.89
C -1.36 0.38 3.36
C -1.81 1.21 4.56
C 0.75 1.90 2.03
C 0.64 3.17 2.87
H 3.36 0.00 3.42
H 3.46 0.64 5.07
H 3.05 1.71 3.72
H 1.36 -0.64 4.82
H 1.00 1.07 5.10
H -1.88 0.70 2.44
H -1.65 -0.67 3.53
H -1.93 2.27 4.31
H -2.78 0.84 4.88
H -1.13 1.12 5.42
H 1.77 1.83 1.62
H 0.07 1.93 1.17
H 1.40 3.25 3.66
H 0.78 4.04 2.22
H -0.35 3.28 3.34
*
```

Output
HOMO-LUMO gap (alpha / beta) = 4.3 / 6.3 eV

Mulliken population analysis, charges in e, atoms 1 to 5:
1. C -0.36
2. C -0.61
3. C -0.27
4. C -0.46
5. C -0.41

=====

Entry 6:
Entry from the OMol25 dataset: a structure of composition C11H23Br2Cl2N3O3P2 (ωB97M-V with the def2-TZVPD basis set).

The geometry in ORCA input format:
```
! wB97M-V def2-TZVPD RIJCOSX def2/J DEFGRID3
* xyz 0 1
C 1.45 -2.09 3.22
C 1.39 -1.63 1.64
C 0.66 -0.15 1.41
C -0.27 -0.08 0.06
C 0.39 -0.36 -1.41
C 2.03 -0.38 -1.46
C 2.74 1.05 -1.03
O 3.67 1.59 -2.04
C 4.55 2.51 -1.25
N -0.78 1.36 -0.11
C -2.13 1.42 -0.84
N -2.77 2.50 -1.42
P -2.09 4.16 -1.38
O -3.13 5.13 -2.43
Cl -2.33 4.75 0.68
N -2.55 -0.03 -0.77
Br -2.98 -0.92 -2.36
C -1.77 -0.78 0.29
Cl -2.72 -0.26 1.84
P -1.89 -2.68 0.42
C -3.80 -3.03 0.56
O -1.30 -3.50 -1.00
H 0.64 -1.54 3.87
H 1.38 -3.26 3.32
H 2.51 -1.78 3.66
H 2.52 -1.46 1.31
H 0.97 -2.44 0.91
H 0.05 0.03 2.42
H 1.52 0.67 1.44
H 0.05 0.41 -2.25
H 0.04 -1.42 -1.83
H 2.52 -1.30 -0.88
H 2.33 -0.55 -2.60
H 1.97 1.86 -0.68
H 3.41 0.80 -0.07
H 4.82 3.50 -1.84
H 5.53 1.93 -0.88
H 4.01 2.89 -0.25
H -0.21 1.97 -0.75
H -3.70 2.33 -1.86
H -3.67 5.78 -1.85
H -3.99 -3.37 1.67
H -4.04 -3.84 -0.24
H -4.37 -2.03 0.30
H -1.18 -4.48 -0.74
Br 0.53 -3.28 5.23
*
```

Output
HOMO-LUMO gap = 2.1 eV

Mulliken population analysis, charges in e, atoms 1 to 5:
1. C -1.15
2. C -0.07
3. C -0.92
4. C 1.06
5. C -0.66

=====

| no. | F_max (hartree/bohr) |
| --- | --- |
| 1 | 0.11609 |
| 2 | 0.10015 |
| 3 | 0.12247 |
| 4 | 0.04486 |
| 5 | 0.06014 |
| 6 | 0.10106 |